#1
The following is a DFT calculation (wB97M-V/def2-TZVPD) of a structure of composition C6H9NO.

HOMO energy in eV: -8.6992
Frontier orbital gap in eV: 9.159
Charge: 0

Cartesian coordinates (Å):
C (1.458, -0.120, -0.505)
C (1.368, 0.171, 0.993)
C (0.079, 0.210, 1.252)
C (-0.726, -0.079, 0.078)
C (-2.190, -0.145, 0.049)
C (0.129, -0.368, -0.895)
H (2.001, 0.444, -2.260)
H (1.616, 1.729, -1.183)
H (2.155, -1.073, -0.576)
H (2.284, 0.232, 1.705)
H (-0.357, 0.440, 2.232)
H (-2.408, 0.973, 0.205)
H (-2.778, -0.637, -0.773)
H (-1.924, -1.477, 1.639)
H (-0.090, -0.505, -1.921)
N (2.153, 0.876, -1.265)
O (-2.770, -0.670, 1.222)

natural (NBO) atomic charge list, values in e, 5 entries:
1. C -0.1339
2. C -0.1645
3. C -0.2570
4. C -0.0684
5. C -0.0966

#2
The following is a DFT calculation (wB97M-V/def2-TZVPD) of a cluster of 2 separate species, C6H9NO in total.

HOMO energy in eV: -9.5440
Frontier orbital gap in eV: 9.789
Charge: 0
Structure (SMILES): c1ccncc1.CO

Cartesian coordinates (Å):
C (1.960, -1.908, -0.460)
C (0.646, -2.199, 0.326)
C (-0.283, -1.265, 0.664)
N (-0.281, -0.098, -0.003)
C (0.650, 0.131, -0.939)
C (1.854, -0.676, -1.179)
H (2.515, -2.917, -0.563)
H (0.523, -3.069, 0.894)
H (-1.117, -1.362, 1.400)
H (0.475, 1.119, -1.319)
H (2.519, -0.568, -1.956)
C (-1.530, 2.791, 1.161)
O (-2.103, 1.969, 0.012)
H (-2.154, 3.816, 1.203)
H (-1.511, 2.274, 2.074)
H (-0.615, 3.222, 0.635)
H (-1.629, 1.182, 0.120)

natural (NBO) atomic charge list, values in e, 5 entries:
1. C -0.1724
2. C -0.2347
3. C 0.0019
4. N -0.4588
5. C 0.0479

List of relative energies, unit eV: #1 0.710; #2 0.000

#1
The following is a DFT calculation (wB97M-V/def2-TZVPD) of an isolated molecule of C6H9NO.

HOMO energy in eV: -8.3770
Frontier orbital gap in eV: 9.138
Charge: 0
Structure (SMILES): C=C1CN[C@H]2C[C@]12O

Cartesian coordinates (Å):
C (0.992, 1.947, 0.319)
C (0.138, 0.911, 0.398)
C (0.144, -0.431, 1.581)
N (-0.242, -1.511, 0.537)
C (0.219, -1.007, -0.715)
C (-0.478, -0.322, -1.987)
C (-0.665, 0.290, -0.812)
O (-2.058, 0.321, -0.236)
H (0.923, 2.697, -0.272)
H (1.832, 2.087, 1.083)
H (1.127, -0.635, 1.848)
H (-0.439, -0.330, 2.528)
H (0.234, -2.395, 1.113)
H (1.302, -0.878, -0.569)
H (0.436, 0.068, -2.614)
H (-1.394, -0.442, -2.543)
H (-2.072, -0.370, 0.340)

natural (NBO) atomic charge list, values in e, 5 entries:
1. C -0.4487
2. C 0.0730
3. C -0.2458
4. N -0.6785
5. C -0.1007

#2
The following is a DFT calculation (wB97M-V/def2-TZVPD) of a structure of composition C6H9NO.

HOMO energy in eV: -8.4053
Frontier orbital gap in eV: 9.454
Charge: 0

Cartesian coordinates (Å):
C (-2.260, -0.335, -0.085)
C (-1.107, 0.622, 0.171)
C (1.208, 0.837, -0.159)
C (1.106, -0.234, 1.066)
C (1.357, -0.601, -0.910)
C (-0.777, -0.624, -0.151)
H (-2.998, -0.543, 0.890)
H (-2.592, -0.802, -1.093)
H (-1.227, 0.829, 1.193)
H (2.007, 1.595, -0.262)
H (1.992, -0.674, 1.605)
H (0.383, 0.354, 1.759)
H (2.253, -1.040, -0.459)
H (1.119, -0.918, -1.957)
H (-0.708, -0.558, -1.169)
N (0.454, -1.191, 0.298)
O (-0.072, 1.513, -0.273)

natural (NBO) atomic charge list, values in e, 5 entries:
1. C -0.3713
2. C 0.0528
3. C 0.0836
4. C -0.2778
5. C -0.2720

#3
The following is a DFT calculation (wB97M-V/def2-TZVPD) of an isolated molecule of C6H9NO.

HOMO energy in eV: -8.8888
Frontier orbital gap in eV: 9.292
Charge: 0
Structure (SMILES): C=N/C(C)=C(\C)C=O

Cartesian coordinates (Å):
C (-1.770, -0.625, 1.620)
N (-0.687, -1.062, 1.068)
C (0.121, -0.091, 0.513)
C (0.814, 0.828, 1.495)
C (0.339, -0.071, -0.820)
C (-0.286, -1.028, -1.795)
C (1.230, 0.936, -1.469)
O (1.579, 1.993, -0.962)
H (-2.060, 0.440, 1.654)
H (-2.464, -1.341, 2.089)
H (0.352, 1.820, 1.482)
H (1.884, 0.917, 1.281)
H (0.738, 0.440, 2.517)
H (-1.033, -1.683, -1.338)
H (-0.789, -0.478, -2.597)
H (0.483, -1.666, -2.244)
H (1.548, 0.670, -2.492)

natural (NBO) atomic charge list, values in e, 5 entries:
1. C -0.0332
2. N -0.3946
3. C 0.2410
4. C -0.6643
5. C -0.2011

#4
The following is a DFT calculation (wB97M-V/def2-TZVPD) of an isolated molecule of C6H9NO.

HOMO energy in eV: -8.1088
Frontier orbital gap in eV: 8.928
Charge: 0
Structure (SMILES): CC1=C(C)N=COC1

Cartesian coordinates (Å):
C (1.358, -0.024, 1.325)
C (0.496, 0.020, 0.098)
C (-0.835, -0.120, 0.082)
C (-1.716, -0.428, 1.255)
N (-1.529, 0.006, -1.125)
C (-0.819, 0.068, -2.177)
O (0.442, 0.490, -2.333)
C (1.235, 0.452, -1.144)
H (1.638, 1.000, 1.630)
H (2.288, -0.571, 1.119)
H (0.840, -0.501, 2.159)
H (-1.663, -1.484, 1.507)
H (-2.744, -0.202, 0.985)
H (-1.428, 0.152, 2.123)
H (-1.302, -0.058, -3.142)
H (2.062, -0.254, -1.343)
H (1.674, 1.454, -1.017)

natural (NBO) atomic charge list, values in e, 5 entries:
1. C -0.6348
2. C -0.0833
3. C 0.1636
4. C -0.6489
5. N -0.5305

List of relative energies, unit eV: #1 6.716; #2 7.130; #3 0.490; #4 0.000

#1
The following is a DFT calculation (wB97M-V/def2-TZVPD) of the ion C3H7N4 with charge +1.

HOMO energy in eV: -15.1870
Frontier orbital gap in eV: 9.383
Charge: +1
Structure (SMILES): C[C@H]1NN=NC=[NH+]1

Cartesian coordinates (Å):
C (-1.395, -0.432, -0.682)
C (-0.321, -0.613, 0.451)
N (1.111, -1.043, -0.176)
N (2.042, -0.223, -0.469)
N (1.812, 1.022, -0.495)
C (0.842, 1.464, 0.263)
N (0.012, 0.694, 0.998)
H (-2.264, -1.141, -0.671)
H (-1.018, -0.410, -1.710)
H (-1.675, 0.607, -0.592)
H (-0.612, -1.363, 1.173)
H (1.318, -2.035, -0.192)
H (0.878, 2.568, 0.461)
H (-0.732, 0.907, 1.642)

natural (NBO) atomic charge list, values in e, 5 entries:
1. C -0.6756
2. C 0.1020
3. N -0.2678
4. N 0.1889
5. N -0.2986

#2
The following is a DFT calculation (wB97M-V/def2-TZVPD) of a cluster of 2 separate species, C3H7N4 in total.

HOMO energy in eV: -14.7333
Frontier orbital gap in eV: 9.336
Charge: +1

Cartesian coordinates (Å):
C (0.658, 0.053, -0.145)
C (-2.346, -0.358, 0.606)
C (2.105, -0.304, -0.269)
N (-3.250, -0.528, -0.425)
N (-2.873, 0.633, -0.191)
N (-0.244, -0.867, -0.155)
N (0.353, 1.335, -0.026)
H (-2.242, -0.625, 1.631)
H (2.237, -1.266, -0.758)
H (2.646, 0.458, -0.823)
H (2.529, -0.372, 0.734)
H (-0.038, -1.851, -0.169)
H (1.067, 2.043, -0.065)
H (-0.602, 1.650, 0.056)

natural (NBO) atomic charge list, values in e, 5 entries:
1. C 0.5155
2. C 0.2641
3. C -0.6819
4. N 0.0544
5. N 0.0038

List of relative energies, unit eV: #1 0.000; #2 0.953